{"formula": "C3H7N2O", "method": "ωB97M-V/def2-TZVPD", "spin_multiplicity": 1, "largest_force_ha_per_bohr": 0.141, "homo_energy_ev": -14.26, "orbital_gap_ev": 10.329, "e_above_lowest_kcal_mol": 89.1, "total_energy_ev": -8242.276, "smiles": "[NH2+]=C1CCN1O", "total_charge": 1, "symbols": ["O", "N", "N", "C", "C", "C", "H", "H", "H", "H", "H", "H", "H"], "positions_angstrom": [[-1.366, 1.784, 0.465], [0.065, -0.421, 1.888], [-0.450, 0.978, -0.098], [-0.263, 0.364, -1.366], [0.124, -0.202, 0.628], [0.633, -0.729, -0.659], [0.422, -1.373, 2.187], [-1.161, 2.641, 0.311], [0.339, 0.895, -2.128], [0.313, -1.801, -0.820], [1.675, -0.353, -0.865], [-1.251, 0.125, -1.835], [-0.442, 0.183, 2.629]], "forces_ev_per_angstrom": [[-2.18, -4.30, 0.62], [-0.08, -1.67, 2.36], [3.35, -3.86, 4.65], [-0.65, -0.53, -2.54], [-2.51, 6.33, -2.46], [-0.64, -0.47, -0.92], [-0.54, 1.75, -0.06], [1.42, 4.47, -0.87], [-0.45, 0.27, 0.57], [1.03, 1.15, -0.17], [-0.74, -1.41, 0.46], [0.93, -0.55, 0.37], [1.05, -1.19, -2.00]]}



{"formula": "C31H43As2I2NRuS3SeSi2", "method": "ωB97M-V/def2-TZVPD", "spin_multiplicity": 2, "largest_force_ha_per_bohr": 0.012, "s2": 0.756, "homo_energy_ev": [-10.10, -10.11], "orbital_gap_ev": [4.978, 4.970], "e_above_lowest_kcal_mol": 3.6, "total_energy_ev": -288401.650, "total_charge": 1, "symbols": ["I", "I", "Ru", "Se", "As", "As", "S", "S", "S", "Si", "Si", "N", "C", "C", "C", "C", "C", "C", "C", "C", "C", "C", "C", "C", "C", "C", "C", "C", "C", "C", "C", "C", "C", "C", "C", "C", "C", "C", "C", "C", "C", "C", "C", "H", "H", "H", "H", "H", "H", "H", "H", "H", "H", "H", "H", "H", "H", "H", "H", "H", "H", "H", "H", "H", "H", "H", "H", "H", "H", "H", "H", "H", "H", "H", "H", "H", "H", "H", "H", "H", "H", "H", "H", "H", "H", "H"], "positions_angstrom": [[4.085, -0.050, -3.753], [1.112, 0.260, -2.493], [0.910, -1.334, -0.299], [-1.352, -0.140, -0.032], [-0.512, -2.746, -1.389], [-0.173, 2.842, 1.620], [2.179, 0.476, 0.721], [2.928, -2.353, -0.767], [0.916, -2.328, 1.805], [-0.161, -3.606, -3.643], [-2.574, -3.747, -0.554], [-1.971, -0.467, 2.879], [-3.992, -2.725, -1.174], [-2.591, -5.451, -1.318], [-0.305, 4.101, -0.848], [-1.875, 3.291, 0.809], [-1.750, -0.359, 1.750], [1.475, 4.805, -2.303], [-0.424, 4.612, 5.396], [0.447, 6.327, 3.957], [3.819, 0.178, 0.010], [-4.254, 3.324, 0.542], [-2.834, 4.166, -1.217], [0.250, -5.395, -3.309], [-3.137, 3.010, 1.306], [-0.461, 3.734, 4.322], [0.644, 3.746, 0.118], [1.997, 3.924, -0.127], [0.034, 5.908, 5.214], [4.246, -1.274, -0.079], [2.953, -3.696, 0.462], [2.489, -3.271, 1.843], [-1.781, -3.357, -4.527], [-2.456, -3.919, 1.285], [-4.098, 3.897, -0.715], [2.443, -0.068, 2.443], [0.398, 5.455, 2.879], [1.329, -0.968, 2.934], [2.414, 4.464, -1.336], [1.245, -2.792, -4.517], [-1.711, 3.865, -0.455], [0.122, 4.627, -2.063], [-0.059, 4.154, 3.057], [-0.749, 4.282, 6.374], [3.468, 4.619, -1.528], [0.069, 6.593, 6.051], [-2.730, 4.616, -2.196], [0.804, 7.339, 3.814], [-5.245, 3.123, 0.926], [1.243, -5.496, -2.870], [1.803, 5.217, -3.248], [-2.602, -3.913, -4.075], [-2.660, -5.434, -2.404], [-1.641, -4.587, 1.567], [-3.974, -1.719, -0.757], [2.293, -4.457, 0.043], [2.465, 0.832, 3.060], [3.422, -0.542, 2.508], [-4.971, 4.140, -1.306], [-3.478, -5.968, -0.944], [3.959, -4.114, 0.504], [2.129, -2.667, -3.892], [-0.470, -5.904, -2.671], [-1.727, -6.048, -1.026], [-3.388, -4.373, 1.632], [5.109, -1.363, -0.739], [0.393, -0.419, 3.045], [4.553, 0.751, 0.580], [-2.047, -2.299, -4.546], [3.238, -2.649, 2.332], [0.708, 5.793, 1.897], [-1.684, -3.690, -5.562], [1.572, -1.410, 3.902], [3.758, 0.626, -0.980], [-0.597, 4.901, -2.824], [2.331, -4.147, 2.472], [0.966, -1.814, -4.904], [4.520, -1.674, 0.897], [1.522, -3.428, -5.363], [0.265, -5.913, -4.271], [-3.995, -2.654, -2.261], [-4.922, -3.211, -0.869], [-3.257, 2.552, 2.281], [-2.335, -2.979, 1.814], [-0.810, 2.717, 4.471], [2.731, 3.655, 0.625]], "forces_ev_per_angstrom": [[-0.02, -0.06, 0.00], [-0.10, 0.03, -0.15], [0.29, 0.33, 0.45], [0.01, -0.07, -0.30], [-0.21, -0.10, -0.03], [0.06, 0.02, 0.27], [-0.10, -0.24, -0.17], [0.27, -0.06, 0.04], [0.06, -0.08, -0.07], [-0.16, 0.18, -0.10], [0.09, -0.01, -0.09], [-0.01, -0.03, -0.06], [0.02, 0.04, 0.06], [-0.05, -0.02, 0.04], [-0.02, 0.00, 0.00], [0.00, -0.07, 0.01], [-0.07, -0.11, 0.06], [0.01, 0.00, 0.01], [0.01, 0.01, 0.01], [0.00, 0.01, -0.01], [0.06, 0.01, 0.02], [0.02, 0.01, -0.01], [-0.01, -0.01, 0.00], [-0.02, -0.03, 0.17], [-0.01, 0.01, 0.01], [0.02, -0.01, -0.01], [-0.01, -0.10, -0.05], [0.02, 0.01, 0.01], [0.00, 0.00, 0.01], [-0.09, 0.01, 0.01], [-0.09, 0.02, -0.01], [0.01, -0.02, 0.03], [0.01, -0.01, 0.01], [0.01, 0.01, 0.05], [0.01, -0.01, 0.02], [-0.04, 0.08, 0.04], [-0.02, 0.02, -0.03], [0.00, 0.03, 0.03], [-0.01, 0.00, 0.01], [0.06, 0.04, -0.01], [0.03, 0.01, -0.01], [0.00, 0.01, 0.00], [-0.01, 0.05, -0.07], [-0.01, -0.01, 0.02], [0.01, 0.00, 0.00], [0.00, 0.01, 0.01], [0.00, 0.01, -0.02], [0.00, 0.01, 0.00], [-0.02, 0.00, 0.01], [0.04, 0.00, 0.01], [0.00, 0.00, -0.01], [-0.03, 0.01, 0.01], [0.00, -0.02, -0.03], [0.02, 0.00, 0.00], [-0.02, 0.01, -0.01], [0.02, 0.00, 0.02], [0.01, -0.02, -0.01], [-0.01, 0.00, 0.00], [-0.02, 0.00, -0.01], [-0.04, 0.00, 0.02], [0.00, 0.02, -0.01], [0.02, 0.01, 0.02], [0.09, -0.02, -0.08], [-0.03, -0.01, 0.04], [-0.02, -0.02, 0.00], [-0.03, 0.00, -0.03], [0.04, -0.01, 0.00], [-0.03, 0.01, 0.04], [-0.01, 0.02, -0.01], [-0.01, -0.02, -0.01], [0.00, -0.01, 0.01], [0.01, -0.02, -0.02], [-0.01, 0.01, 0.00], [0.02, 0.00, -0.04], [-0.01, 0.00, -0.01], [-0.01, 0.00, -0.01], [0.03, 0.06, -0.02], [0.01, 0.01, 0.00], [-0.01, -0.02, -0.01], [0.01, 0.01, -0.04], [0.01, 0.03, -0.05], [-0.02, -0.01, 0.00], [0.00, 0.00, 0.00], [0.03, 0.14, 0.05], [-0.01, -0.01, 0.00], [0.00, 0.00, 0.00]]}